No. 1
{"formula": "C5H12O", "method": "ωB97M-V with the def2-TZVPD basis set", "species": ["C", "C", "C", "C", "C", "O", "H", "H", "H", "H", "H", "H", "H", "H", "H", "H", "H", "H"], "xyz": [[-0.62, -1.35, -1.47], [-0.45, -0.37, -0.32], [-0.63, -1.08, 0.97], [0.90, 0.41, -0.35], [0.89, 1.60, 0.61], [-0.30, 2.38, 0.42], [0.21, -2.06, -1.52], [-0.68, -0.98, -2.51], [-1.56, -1.91, -1.35], [-1.22, 0.40, -0.44], [-1.41, -1.83, 1.05], [0.31, -1.61, 1.19], [-0.76, -0.43, 1.84], [1.19, 0.63, -1.38], [1.66, -0.30, 0.02], [1.75, 2.25, 0.43], [0.98, 1.27, 1.65], [-0.28, 2.98, 1.15]], "relative_energy_kj_mol": 55.18, "fmax_ev_per_a": 2.184, "energy_ev": -7426.739, "gap_ev": 11.206, "smiles": "CC(C)CCO"}

---

No. 2
{"formula": "C5H12O", "method": "ωB97M-V with the def2-TZVPD basis set", "species": ["C", "C", "C", "C", "C", "H", "H", "H", "H", "H", "H", "H", "H", "H", "H", "O", "H", "H"], "xyz": [[2.02, -0.69, -0.68], [0.82, -0.06, -0.02], [-0.35, 0.21, -0.61], [-1.35, 1.14, 0.02], [-0.78, -0.39, -1.93], [2.75, 0.04, -0.99], [1.79, -1.35, -1.51], [2.54, -1.33, 0.04], [1.14, 0.44, 0.88], [-0.90, 1.76, 0.80], [-1.74, 1.82, -0.74], [-2.17, 0.57, 0.46], [-1.62, -1.05, -1.77], [-0.96, 0.44, -2.61], [0.01, -0.97, -2.41], [-0.26, -0.03, 2.70], [-0.69, -0.74, 2.21], [0.23, -0.55, 3.36]], "relative_energy_kj_mol": 90.41, "fmax_ev_per_a": 1.936, "energy_ev": -7426.374, "gap_ev": 9.537, "smiles": "CC=C(C)C.O"}

---

No. 3
{"formula": "C5H12O2", "method": "ωB97M-V with the def2-TZVPD basis set", "species": ["C", "C", "C", "O", "C", "C", "O", "H", "H", "H", "H", "H", "H", "H", "H", "H", "H", "H", "H"], "xyz": [[-0.56, 2.18, 1.16], [-1.00, 0.74, 0.91], [-0.43, 0.11, -0.35], [1.13, 0.22, -0.19], [-0.63, -1.29, -0.66], [1.72, -1.03, -1.35], [-0.74, -2.08, 0.52], [0.52, 2.24, 1.35], [-0.77, 2.81, 0.28], [-1.09, 2.62, 2.01], [-0.77, 0.10, 1.77], [-2.10, 0.70, 0.81], [-0.61, 0.74, -1.23], [1.28, -0.24, 0.66], [-1.42, -1.50, -1.39], [2.73, -0.72, -1.08], [1.59, -2.10, -1.28], [1.42, -0.63, -2.31], [-0.26, -2.90, 0.37]], "relative_energy_kj_mol": 561.81, "fmax_ev_per_a": 0.480, "energy_ev": -9469.313, "gap_ev": [7.187, 7.187]}

---

No. 4
{"formula": "C5H12O2", "method": "ωB97M-V with the def2-TZVPD basis set", "species": ["C", "C", "C", "O", "C", "C", "O", "H", "H", "H", "H", "H", "H", "H", "H", "H", "H", "H", "H"], "xyz": [[-0.57, 0.62, 2.13], [-0.15, 0.71, 0.69], [0.90, -0.24, 0.19], [0.62, -1.54, 0.67], [1.05, -0.15, -1.32], [-0.36, -0.22, -1.91], [-1.11, 0.76, -1.28], [-1.45, 1.24, 2.33], [-0.76, -0.41, 2.43], [0.26, 1.02, 2.73], [0.01, 1.73, 0.35], [-1.91, -0.28, 0.43], [1.82, 0.16, 0.67], [1.25, -2.14, 0.25], [1.72, -0.94, -1.70], [1.51, 0.82, -1.57], [-0.77, -1.23, -1.71], [-0.33, -0.08, -3.00], [-1.75, 0.17, -0.39]], "relative_energy_kj_mol": 540.41, "fmax_ev_per_a": 0.333, "energy_ev": -9469.535, "gap_ev": 7.944}